No. 1
Entry from OMol25: C2H5BiMgO3 as an isolated structure at a distorted geometry (ωB97M-V/def2-TZVPD).

Geometry as XYZ:
```
12
Properties=species:S:1:pos:R:3:forces:R:3
O -0.38671 -0.39682 -1.66806 -3.0 0.9 -1.8
C -1.39973 0.04190 -0.81490 -1.8 2.1 0.1
C -1.09969 -0.12726 0.68471 -2.0 -0.8 0.1
O 0.26937 0.06681 0.87589 0.7 1.0 1.6
Mg 1.81650 1.16629 1.33706 0.6 1.4 1.4
H -2.38264 -0.41536 -1.04078 0.6 0.0 -0.1
H -1.49695 1.13485 -0.99562 -0.3 -0.5 0.2
H -1.35585 -1.13382 1.06645 0.1 0.3 -0.3
H -1.72537 0.56814 1.27289 0.6 -0.1 -0.3
Bi 1.20997 -0.77882 -0.67806 0.0 -7.9 -3.4
O 2.81398 -0.06194 0.10228 3.9 3.5 2.7
H 3.73713 -0.06397 -0.14186 0.6 0.1 -0.2
```
Positions in Å, forces in eV/Å.

Summary:
M: 310.34 g mol⁻¹
Frontier orbital gap (spin up / spin down): 5.264 / 8.864 eV
E_tot: -719.298333 a.u.
<S²>: 0.751
Charge: +1
HOMO energy (spin up / spin down): -10.4 / -14.0 eV
Spin multiplicity: 2

natural (NBO) atomic charge list, values in e, 2 entries:
1. O -0.86
2. C -0.12

***

No. 2
Entry from OMol25: C36H36GeMoN2O2PS as an isolated structure at a distorted geometry (ωB97M-V/def2-TZVPD).

Geometry as XYZ:
```
80
Properties=species:S:1:pos:R:3:forces:R:3
Mo -0.69884 -0.39876 0.51297 1.6 2.1 2.6
O -3.61772 2.50265 1.14488 0.2 -0.1 -0.1
C -2.46719 2.17094 0.95687 -0.4 0.7 0.3
O -2.10713 0.96375 0.65511 -0.8 -0.1 -0.2
C -1.34776 3.18019 1.07642 0.0 0.1 0.1
C -1.59903 4.31314 1.84414 0.0 -0.1 -0.1
C -0.63029 5.28733 2.00583 0.0 0.0 0.0
C 0.59900 5.14195 1.38379 0.0 0.1 0.0
C 0.85765 4.02859 0.60204 -0.1 -0.1 -0.1
C -0.10762 3.03764 0.43720 -0.1 0.0 0.3
P 0.25661 1.55552 -0.54962 0.2 1.2 -0.9
C 1.86055 1.91849 -1.32888 -0.1 -0.3 0.2
C 3.03465 1.64074 -0.63047 -0.2 0.0 -0.1
C 4.26062 1.93518 -1.19904 0.1 0.0 0.1
C 4.32224 2.48628 -2.47053 0.0 0.0 0.0
C 3.15659 2.75755 -3.16836 0.1 0.1 0.0
C 1.92655 2.48217 -2.59951 -0.1 0.0 0.1
C -0.88242 1.64645 -1.96836 0.0 -0.2 0.0
C -1.75856 2.70171 -2.18734 0.2 -0.1 0.0
C -2.67334 2.63112 -3.22344 0.0 0.1 0.0
C -2.70705 1.52006 -4.04905 0.0 -0.1 0.0
C -1.81944 0.47243 -3.84920 0.0 0.0 -0.1
C -0.91422 0.52784 -2.80430 0.2 0.1 0.1
H -2.57439 4.41450 2.29799 0.0 0.0 0.0
H -0.84219 6.15532 2.61215 0.0 0.1 0.0
H 1.35478 5.90339 1.49658 0.1 0.1 0.0
H 1.81232 3.92927 0.10659 0.1 0.1 0.0
H 2.97550 1.21891 0.36649 0.1 0.0 0.0
H 5.16674 1.74119 -0.64439 0.1 0.0 0.0
H 5.27716 2.71152 -2.91818 0.1 0.0 0.0
H 3.19930 3.19609 -4.15318 0.0 0.0 -0.1
H 1.01599 2.71040 -3.13687 0.0 0.0 0.0
H -1.71874 3.57303 -1.54892 -0.1 0.0 0.0
H -3.36001 3.44828 -3.37784 -0.1 0.1 -0.1
H -3.42906 1.46755 -4.84862 -0.1 0.0 -0.1
H -1.84117 -0.38863 -4.50023 0.0 -0.1 -0.1
H -0.20270 -0.28612 -2.64726 -0.1 0.1 0.0
C 3.30137 -4.40979 -2.33551 0.1 -0.1 0.0
C 2.38601 -3.53651 -1.55547 -0.4 0.3 0.4
C 2.84991 -2.52723 -0.70916 -0.1 -0.3 -0.3
C 1.96401 -1.72942 -0.02436 -0.4 0.3 0.3
N 0.61389 -1.84427 -0.10923 1.9 -1.9 -1.1
C 0.17526 -2.86920 -0.88790 -0.3 0.2 0.1
C 0.99743 -3.70008 -1.60695 0.4 0.0 0.0
H 4.31124 -4.00951 -2.34328 0.1 0.0 -0.1
H 2.94277 -4.51820 -3.35695 0.0 0.0 -0.1
H 3.33087 -5.40689 -1.89598 0.0 -0.1 0.0
H 3.90918 -2.36511 -0.58604 0.1 0.1 0.0
H 2.32117 -0.95454 0.64265 -0.1 0.0 -0.1
H -0.90092 -3.01664 -0.94130 0.2 0.1 0.0
H 0.55670 -4.47771 -2.21202 0.0 -0.1 -0.1
S -3.37010 -3.83494 1.99421 0.3 0.6 -0.3
C -2.11902 -2.65341 1.99114 -0.2 -0.1 -0.3
N -2.05827 -1.86588 0.94389 -1.3 -1.6 1.2
C -3.07366 -2.15647 0.05831 -0.9 -0.6 -0.4
C -3.28932 -1.51437 -1.15810 0.1 0.1 0.0
C -4.31835 -1.95485 -1.96366 0.2 0.1 0.0
C -5.12669 -3.02262 -1.57348 -0.1 -0.2 0.1
C -4.92695 -3.67244 -0.37083 -0.1 0.1 -0.1
C -3.89601 -3.22958 0.44532 0.4 0.2 0.2
H -1.41092 -2.58121 2.79492 0.1 0.0 0.2
H -2.65294 -0.68480 -1.45593 -0.2 0.0 0.0
H -4.50066 -1.46983 -2.91033 0.0 0.1 -0.1
H -5.92164 -3.35268 -2.22370 -0.1 0.0 -0.1
H -5.55446 -4.49554 -0.07013 -0.1 -0.1 0.0
C 2.92190 -1.55560 3.26273 -0.6 0.3 0.1
Ge 1.15594 -0.75776 3.73396 0.4 -0.3 0.3
C 0.15549 -2.21017 4.66843 0.3 0.5 -0.3
C 1.41153 0.70315 5.04985 -0.1 -0.4 -0.4
C 0.12944 0.02262 2.23925 -0.4 -0.7 -1.1
H 3.36159 -1.90098 4.19422 0.1 -0.1 0.1
H 3.60485 -0.83523 2.82118 0.0 0.1 -0.1
H 2.82130 -2.40933 2.59695 0.0 -0.1 0.0
H 0.62660 -2.36489 5.63489 0.1 0.0 0.1
H 0.20312 -3.15069 4.12772 0.0 -0.2 -0.1
H -0.88016 -1.94131 4.84945 -0.2 0.1 0.0
H 1.86166 0.32717 5.96252 0.1 -0.1 0.1
H 0.44986 1.13786 5.30670 -0.2 0.1 0.0
H 2.04844 1.49175 4.66297 0.1 0.1 -0.1
H -0.18885 0.99939 2.61355 -0.2 0.2 -0.1
```
Positions in Å, forces in eV/Å.

Summary:
M: 760.29 g mol⁻¹
Frontier orbital gap (spin up / spin down): 7.322 / 7.873 eV
E_tot: -4537.899221 a.u.
<S²>: 2.167
Charge: +1
HOMO energy (spin up / spin down): -10.0 / -11.0 eV
Spin multiplicity: 3

natural (NBO) atomic charge list, values in e, 2 entries:
1. Mo 0.83
2. O -0.58

***

No. 3
Entry from OMol25: C18H27BrNO4P2Pd as an isolated structure at a distorted geometry (ωB97M-V/def2-TZVPD).

Geometry as XYZ:
```
54
Properties=species:S:1:pos:R:3:forces:R:3
Pd 0.27170 0.66338 0.09551 -1.0 -0.2 0.2
P 0.90142 -0.48805 1.95222 1.7 0.4 1.5
C 2.22681 -1.62673 1.52781 -1.3 -1.5 -0.9
C 2.13238 -2.06552 0.16763 0.9 -0.1 -0.2
N 1.45360 -1.26555 -0.70753 -0.1 0.0 -0.8
C 1.42682 -1.54496 -2.01891 0.2 0.3 0.7
C 2.04792 -2.69332 -2.52797 0.2 0.2 -0.8
C 2.76706 -3.52658 -1.68645 0.0 -0.3 0.3
C 2.82136 -3.20777 -0.33119 -0.3 0.3 0.2
C 0.76886 -0.52799 -2.94111 0.1 -1.4 0.7
P 0.69899 1.05274 -2.09712 0.3 0.8 -1.6
H 3.35349 -3.81032 0.39198 0.1 -0.1 -0.2
H 2.00873 -2.83801 -3.61876 0.0 -0.2 0.7
H 3.27557 -4.41792 -2.07659 -0.2 0.5 0.2
H 1.33912 -0.46929 -3.87501 -0.3 0.1 0.0
H -0.25714 -0.86942 -3.12768 0.1 0.1 -0.2
H 3.97802 -0.71557 1.50445 0.9 0.8 0.0
H 2.70418 -2.31932 2.24360 -0.3 0.6 -0.2
H 3.77110 1.20262 0.96532 0.1 0.2 0.7
O 4.50630 0.12068 1.41662 -0.1 -1.1 0.1
H 5.43826 -0.02804 1.64608 -0.2 0.1 -0.1
H 2.19778 1.26693 0.33727 1.0 2.1 0.6
O 3.05563 1.95828 0.77746 -1.0 -2.0 -1.0
H 3.52831 2.51033 0.13433 -0.5 0.4 -0.4
C 2.24211 1.87160 -2.54176 0.2 0.2 0.2
H 2.36028 1.86538 -3.63598 0.0 0.1 0.3
H 2.19434 2.90433 -2.16868 0.1 -0.2 -0.3
H 3.09737 1.36273 -2.06911 -0.2 0.1 -0.3
C -0.64944 1.94707 -2.91807 -0.2 0.3 0.5
H -0.68877 2.93789 -2.43399 -0.1 -0.2 -0.5
H -0.47893 2.02481 -4.01059 0.0 0.0 0.6
H -1.59939 1.42505 -2.69732 0.5 0.2 -0.2
C -0.54797 -1.32624 2.59409 -0.4 -0.4 -0.3
H -0.31442 -1.90041 3.49322 0.1 0.1 0.0
H -1.32029 -0.58451 2.80901 0.1 0.1 0.1
H -0.95173 -1.98799 1.82819 0.0 -0.1 0.0
C 1.54386 0.48206 3.33856 -0.1 0.4 0.1
H 0.69988 1.06684 3.71684 0.2 0.0 0.1
H 1.92347 -0.16008 4.14665 -0.2 0.0 -0.2
H 2.33363 1.18608 3.04164 -0.3 -0.3 0.0
Br -3.89633 -2.15079 0.65689 -0.9 1.2 0.1
C -4.65459 -0.41775 0.68832 0.9 -1.4 -0.2
C -6.02582 -0.35897 1.00276 -1.6 1.2 0.4
C -6.63966 0.89469 1.10901 0.1 -1.1 -0.1
C -5.89543 2.06033 0.87951 -0.9 0.3 0.3
C -4.54443 1.99311 0.54829 2.0 -1.2 -0.4
C -3.89870 0.75232 0.44296 0.0 1.1 -0.1
C -2.41999 0.69019 0.11524 0.8 0.2 0.0
O -1.77403 1.77310 0.37968 0.1 -1.5 -0.5
O -1.89420 -0.37498 -0.33424 -0.7 1.7 0.5
H -6.60537 -1.26829 1.17335 0.3 0.3 -0.1
H -7.69749 0.98447 1.34188 0.2 -0.2 0.0
H -6.35860 3.04924 0.97205 0.0 -0.5 -0.1
H -3.95561 2.89811 0.37965 -0.2 -0.3 0.1
```
Positions in Å, forces in eV/Å.

Summary:
M: 569.69 g mol⁻¹
Frontier orbital gap (spin up / spin down): 8.747 / 5.437 eV
E_tot: -4441.316114 a.u.
<S²>: 6.064
Charge: +3
HOMO energy (spin up / spin down): -17.1 / -17.7 eV
Spin multiplicity: 5

Mulliken atomic charge list, values in e, 2 entries:
1. Pd -0.59
2. P 0.99

***

No. 4
Entry from OMol25: C7H17N as an isolated structure at a distorted geometry (ωB97M-V/def2-TZVPD).

Geometry as XYZ:
```
25
Properties=species:S:1:pos:R:3:forces:R:3
C -1.60766 -0.57463 -0.02009 2.5 -0.8 -1.2
C 0.28391 -1.13479 0.43619 -2.8 -1.5 1.2
C -2.17579 0.26428 1.07723 1.1 0.8 0.9
C 1.76876 -1.33537 0.17253 0.4 0.9 -0.4
N -2.27157 -1.78367 -0.23745 -0.2 0.8 0.0
H -1.47483 -0.05412 -0.96184 -0.2 0.1 0.1
H -2.43450 -2.34412 0.59126 -0.3 -0.2 -0.9
H -2.49853 -2.00277 -1.20075 0.1 -0.7 0.9
H -0.05577 -2.17846 0.36623 -0.3 0.2 0.2
H 0.13534 -0.82449 1.46904 0.3 -0.1 0.3
H -2.92786 0.95795 0.69283 -0.1 -0.2 0.0
H -2.60441 -0.32091 1.89567 0.0 -0.1 -0.2
H -1.37770 0.87819 1.53756 -0.4 -0.1 -0.2
H 2.37027 -0.51515 0.57278 0.1 0.1 -0.6
H 1.96060 -1.54380 -0.88255 0.3 0.3 0.0
H 2.13199 -2.21455 0.71780 -0.4 0.0 0.0
C 1.39313 1.18545 -1.71444 0.2 -0.7 0.3
C 0.67707 1.45876 -0.41553 1.1 3.5 0.2
C 1.27849 2.11553 0.61687 -0.7 -0.9 -1.3
H -0.35793 1.73812 -0.58745 -0.3 -0.7 0.5
H 2.45651 0.98990 -1.55904 -0.1 0.0 0.0
H 0.95625 0.32620 -2.22962 0.1 0.0 -0.1
H 1.31499 2.05432 -2.37384 -0.1 0.0 0.1
H 2.35758 2.21652 0.66907 0.0 -0.2 0.1
H 0.70165 2.64160 1.36753 0.0 -0.2 0.1
```
Positions in Å, forces in eV/Å.

Summary:
M: 115.22 g mol⁻¹
Frontier orbital gap: 8.772 eV
E_tot: -331.510833 a.u.
Charge: 0
HOMO energy: -7.7 eV
Spin multiplicity: 1

natural (NBO) atomic charge list, values in e, 2 entries:
1. C 0.08
2. C -0.49